Formula: C5H7N
Source: the Open Molecules 2025 dataset
Level of theory: wB97M-V/def2-TZVPD

Properties
- lowest unoccupied orbital energy (alpha / beta) (Eh) = 0.012 / 0.003
- HOMO (alpha / beta) (Eh) = -0.27866 / -0.29660
- net charge = 0
- M (g/mol) = 81.12
- HOMO-LUMO gap (alpha / beta) (Ha) = 0.291 / 0.299
- ΔE to the lowest compared entry with this formula, charge and spin (kcal per mole) = 149.7
- E_tot (eV) = -6782.0207

Last column: Mulliken charge in e.
Cartesian coordinates (Å):
H 1.55739 0.26842 -1.76923  0.329
H -0.53173 0.92140 -1.15262  0.298
C 1.17455 -0.95514 0.27486  -0.409
C -2.18438 -0.81572 -0.26147  -0.288
C 0.76381 0.47399 0.49587  -0.123
H 0.47794 -1.77364 -0.00271  0.195
H -3.05843 -1.23553 0.10647  0.253
H -0.49053 2.07828 0.40599  0.307
H 1.19177 1.02792 1.29411  0.315
N -1.74501 0.24793 0.22839  -0.230
C 1.56821 0.09208 -0.67129  -0.407
C -0.52649 1.05841 -0.01832  -0.455
H 1.80291 -1.38841 1.06997  0.216

Forces on atoms 1 to 2 (eV/Å):
H -0.198 -0.204 1.264
H 0.407 1.374 1.290



Formula: C5H7N
Source: the Open Molecules 2025 dataset
Level of theory: wB97M-V/def2-TZVPD

Properties
- lowest unoccupied orbital energy (alpha / beta) (Eh) = 0.015 / 0.015
- HOMO (alpha / beta) (Eh) = -0.27471 / -0.27471
- net charge = 0
- M (g/mol) = 81.12
- HOMO-LUMO gap (alpha / beta) (Ha) = 0.290 / 0.290
- ΔE to the lowest compared entry with this formula, charge and spin (kcal per mole) = 111.7
- E_tot (eV) = -6783.6686

Last column: Mulliken charge in e.
Cartesian coordinates (Å):
C 0.73368 -0.78685 -0.16761  -0.496
C -0.84344 1.10342 0.23593  0.358
N 0.29919 1.56521 0.07903  -0.541
H 2.08822 0.73271 0.82978  0.238
H -0.89220 -1.03150 1.53214  0.404
H 1.13629 -1.59346 0.39114  0.320
C -1.69655 0.06815 -0.26041  -0.321
H -1.47761 0.03436 -1.26621  0.226
C 1.31496 0.58554 -0.01485  -0.424
H -2.71455 0.03386 0.18113  0.228
C -0.69193 -0.59232 0.57183  -0.491
H 2.02080 0.81609 -0.84227  0.288
H 0.72314 -0.93521 -1.26962  0.211

Forces on atoms 1 to 2 (eV/Å):
C -3.228 0.497 0.978
C 1.551 -0.356 1.531



Formula: C5H7N
Source: the Open Molecules 2025 dataset
Level of theory: wB97M-V/def2-TZVPD

Properties
- lowest unoccupied orbital energy (Eh) = 0.035
- HOMO (Eh) = -0.32034
- net charge = 0
- M (g/mol) = 81.12
- HOMO-LUMO gap (Ha) = 0.355
- ΔE to the lowest compared entry with this formula, charge and spin (kcal per mole) = 93.7
- E_tot (eV) = -6784.4504

Last column: Mulliken charge in e.
Cartesian coordinates (Å):
H 1.39509 -0.01225 -1.87758  0.204
C 1.51778 -0.51363 0.06881  -0.088
H -1.46510 -1.56540 -0.25833  0.282
C 1.97154 -0.59333 -1.15903  -0.744
H -0.32721 1.89201 0.36085  0.239
N -0.75740 -0.15295 1.09413  -0.278
H -1.28787 0.05054 -0.97033  0.281
H 2.81343 -1.15727 -1.52632  0.277
C -0.14761 1.19378 1.18487  -0.224
C -1.58248 -0.49604 -0.06021  -0.737
C 0.58866 0.00656 0.80762  0.271
H -0.08860 1.63717 2.17259  0.230
H -2.63024 -0.28921 0.16293  0.287

Forces on atoms 1 to 2 (eV/Å):
H 0.251 -0.227 -0.250
C -0.381 0.331 -0.355



Formula: C5H7N
Source: the Open Molecules 2025 dataset
Level of theory: wB97M-V/def2-TZVPD

Properties
- lowest unoccupied orbital energy (Eh) = 0.037
- HOMO (Eh) = -0.30673
- net charge = 0
- M (g/mol) = 81.12
- HOMO-LUMO gap (Ha) = 0.344
- ΔE to the lowest compared entry with this formula, charge and spin (kcal per mole) = 17.2
- E_tot (eV) = -6787.7649

Last column: Mulliken charge in e.
Cartesian coordinates (Å):
C 1.71419 0.71621 -0.00181  -0.528
N -0.42991 0.06271 -0.09152  0.154
H -2.17763 -0.36168 1.06664  0.266
C -1.89863 0.02536 0.02686  -0.779
C 0.31331 -1.10305 -0.06506  -0.473
H -2.40043 1.03611 -0.24279  0.272
C 0.42073 1.15218 -0.00067  -0.268
H -0.00966 2.15891 -0.07103  0.309
C 1.64274 -0.74698 -0.02065  -0.382
H -2.22421 -0.72133 -0.73587  0.301
H 2.61390 1.29181 -0.00863  0.394
H 2.49128 -1.45421 0.13620  0.320
H -0.05568 -2.05605 0.00834  0.413

Forces on atoms 1 to 2 (eV/Å):
C -0.381 -1.932 0.080
N -0.305 -0.248 0.420



> Among the records above, which one has the highest E_tot?

number 1